Record 1
Entry from the OMol25 dataset: C41H45EuN13O2PS2Si as an isolated structure at a distorted geometry (the ωB97M-V functional and the def2-TZVPD basis).

The spin multiplicity is 8. The HOMO energy (alpha / beta) is -8.85 / -8.96 eV. As for the charge: +1. Its total energy is -4589.065949 Ha. As for the energy relative to the best compared isomer or geometry (same formula, charge and spin): 0.0 kJ/mol.

Structure (XYZ):
```
106
C41H45EuN13O2PS2Si | the OMol25 dataset | the ωB97M-V functional and the def2-TZVPD basis
Eu -0.29 -0.13 0.34
C 4.57 1.90 3.02
C 3.37 2.61 2.51
N 3.16 3.87 2.53
N 1.94 4.02 1.93
C 1.37 2.89 1.55
S -0.15 2.71 0.83
N 2.28 1.95 1.92
N 2.13 0.58 1.75
H 5.19 2.63 3.54
H 5.15 1.48 2.20
H 4.29 1.10 3.71
H 1.56 4.94 1.80
H 2.88 0.22 1.17
H 2.18 0.12 2.65
N -3.17 1.55 -0.90
P -1.92 0.80 -1.83
C -1.71 2.08 -3.10
C -0.47 2.71 -3.22
C -0.28 3.69 -4.18
C -1.33 4.05 -5.02
C -2.57 3.43 -4.90
C -2.76 2.45 -3.94
C -2.81 -0.52 -2.73
C -2.56 -0.75 -4.09
C -3.19 -1.79 -4.75
C -4.07 -2.62 -4.07
C -4.30 -2.42 -2.71
C -3.66 -1.38 -2.05
C -3.47 1.15 0.38
C -4.44 1.84 1.12
C -4.85 1.30 2.32
C -4.30 0.08 2.75
C -3.31 -0.48 1.99
N -2.84 0.06 0.85
H -3.60 2.39 -1.24
H 0.33 2.45 -2.55
H 0.68 4.18 -4.28
H -1.18 4.82 -5.78
H -3.39 3.71 -5.55
H -3.72 1.95 -3.85
H -1.89 -0.10 -4.63
H -3.01 -1.95 -5.81
H -4.57 -3.43 -4.59
H -4.98 -3.07 -2.18
H -3.83 -1.25 -0.99
H -4.87 2.76 0.74
H -5.60 1.80 2.92
H -4.64 -0.40 3.66
H -2.86 -1.42 2.28
C 3.09 -3.46 2.34
Si 2.02 -3.15 0.83
C 1.49 -4.78 0.06
C 3.06 -2.21 -0.43
N 0.72 -2.07 1.34
C -0.01 -2.39 2.44
C -0.24 -3.71 2.90
C -0.86 -3.97 4.11
C -1.29 -2.93 4.92
C -1.12 -1.62 4.49
C -0.53 -1.36 3.27
O -0.45 -0.05 2.79
C -0.31 0.94 3.77
C -1.20 1.99 3.79
C -1.00 3.03 4.69
C 0.09 3.00 5.56
C 0.96 1.92 5.54
C 0.76 0.88 4.65
H 3.65 -4.40 2.23
H 2.49 -3.54 3.25
H 3.82 -2.66 2.48
H 2.33 -5.23 -0.48
H 0.67 -4.65 -0.65
H 1.16 -5.51 0.80
H 3.93 -1.75 0.06
H 2.50 -1.43 -0.95
H 3.45 -2.91 -1.18
H 0.09 -4.53 2.28
H -1.00 -5.00 4.43
H -1.76 -3.13 5.88
H -1.46 -0.79 5.10
H -2.04 2.00 3.11
H -1.69 3.86 4.71
H 0.25 3.82 6.26
H 1.80 1.88 6.23
H 1.41 0.01 4.65
C 2.65 -1.54 -5.78
N 1.98 -2.30 -4.73
C 1.11 -1.77 -3.86
N 0.78 -0.48 -3.89
S 0.36 -2.86 -2.75
H 3.30 -2.21 -6.32
H 3.24 -0.72 -5.36
H 1.92 -1.11 -6.48
H 2.17 -3.28 -4.65
H 1.31 0.19 -4.41
H 0.20 -0.13 -3.15
O -0.65 -2.11 -0.46
N -0.17 -1.67 -1.59
N 1.48 0.73 -0.97
C 2.29 1.43 -1.39
C 3.27 2.28 -1.93
C 3.34 2.29 -3.35
N 3.27 2.18 -4.50
C 4.12 2.96 -1.01
N 4.77 3.44 -0.18
```

These are the Mulliken partial charges, in e, on atoms 1 to 4:
1. Eu -0.367
2. C -1.638
3. C 0.732
4. N -0.832

Record 2
Entry from the OMol25 dataset: a 9-piece molecular cluster, C41H45N9 overall at a distorted geometry (the ωB97M-V functional and the def2-TZVPD basis).

The HOMO energy is -8.02 eV. As for the charge: 0. The SMILES is c1cc[nH]c1.c1cc[nH]c1.c1cc[nH]c1.c1cc[nH]c1.c1ccncc1.c1ccncc1.c1ccncc1.c1ccncc1.c1ccncc1. Its total energy is -2082.025545 Ha. As for the energy relative to the best compared isomer or geometry (same formula, charge and spin): 0.0 kJ/mol.

Structure (XYZ):
```
95
C41H45N9 | the OMol25 dataset | the ωB97M-V functional and the def2-TZVPD basis
C -0.23 -4.65 2.18
C 1.04 -4.79 1.59
C 2.00 -4.63 2.57
N 1.33 -4.27 3.72
C -0.02 -4.24 3.47
H -1.19 -4.72 1.69
H 1.28 -4.97 0.56
H 3.07 -4.63 2.54
H 1.70 -4.20 4.65
H -0.64 -4.00 4.32
C 3.03 2.79 3.55
C 3.07 2.25 2.25
C 3.82 1.09 2.34
N 4.22 0.93 3.62
C 3.74 1.96 4.39
H 2.53 3.67 3.90
H 2.64 2.62 1.34
H 4.19 0.40 1.59
H 4.86 0.24 3.97
H 3.96 2.04 5.44
C -5.66 1.97 -3.40
C -4.72 0.92 -3.11
C -4.87 0.63 -1.79
N -5.84 1.43 -1.25
C -6.27 2.30 -2.23
H -5.82 2.49 -4.33
H -4.15 0.42 -3.88
H -4.31 -0.12 -1.26
H -6.12 1.49 -0.29
H -7.05 3.01 -2.00
C -1.44 4.58 -4.82
C -1.09 5.95 -4.54
C -1.54 6.20 -3.26
N -1.99 5.03 -2.73
C -1.93 4.04 -3.68
H -1.37 4.16 -5.81
H -0.68 6.66 -5.23
H -1.55 7.14 -2.74
H -2.40 4.88 -1.83
H -2.25 3.04 -3.42
C 2.44 4.08 -2.93
C 3.18 4.00 -4.11
C 4.51 3.59 -4.07
N 5.09 3.18 -2.94
C 4.35 3.10 -1.85
C 3.04 3.60 -1.79
H 1.44 4.49 -3.00
H 2.76 4.51 -4.97
H 5.15 3.75 -4.93
H 4.74 2.55 -1.01
H 2.45 3.46 -0.89
C 0.99 -0.32 0.45
C -0.06 -1.21 0.40
C -1.19 -0.88 -0.32
N -1.26 0.24 -1.05
C -0.29 1.15 -0.89
C 0.89 0.90 -0.19
H 1.90 -0.57 0.98
H -0.04 -2.10 1.02
H -2.05 -1.54 -0.27
H -0.40 2.10 -1.39
H 1.63 1.68 -0.24
C -3.30 -5.41 -1.07
C -3.41 -4.39 -2.01
C -4.10 -3.27 -1.60
N -4.56 -3.03 -0.34
C -4.44 -4.03 0.51
C -3.84 -5.26 0.20
H -2.87 -6.37 -1.36
H -3.15 -4.50 -3.05
H -4.21 -2.41 -2.25
H -4.81 -3.98 1.53
H -3.73 -6.03 0.94
C -1.46 0.27 4.21
C -2.40 1.07 4.82
C -3.72 0.59 4.90
N -4.07 -0.60 4.44
C -3.14 -1.37 3.88
C -1.84 -0.96 3.68
H -0.39 0.45 4.22
H -2.12 1.96 5.37
H -4.49 1.18 5.38
H -3.48 -2.30 3.43
H -1.07 -1.54 3.19
C 5.22 -2.88 -1.42
C 4.09 -2.52 -0.71
C 4.21 -2.32 0.65
N 5.37 -2.46 1.31
C 6.44 -2.82 0.60
C 6.45 -2.90 -0.78
H 5.10 -2.96 -2.50
H 3.12 -2.35 -1.17
H 3.32 -1.92 1.12
H 7.37 -2.83 1.17
H 7.33 -2.99 -1.41
```

These are the Mulliken partial charges, in e, on atoms 1 to 4:
1. C -0.348
2. C -0.314
3. C -0.780
4. N 0.004

Record 3
Entry from the OMol25 dataset: C41H46GeKNO2 as an isolated structure (the ωB97M-V functional and the def2-TZVPD basis).

The HOMO energy is -7.39 eV. As for the charge: 0. Its total energy is -4472.077834 Ha. As for the energy relative to the best compared isomer or geometry (same formula, charge and spin): 29.9 kJ/mol.

Structure (XYZ):
```
92
C41H46GeKNO2 | the OMol25 dataset | the ωB97M-V functional and the def2-TZVPD basis
K 0.98 0.20 -1.22
O 2.69 0.27 0.48
C 3.37 1.30 1.01
C 2.79 2.69 0.51
C 1.35 2.92 0.85
C 0.99 3.62 2.01
C -0.34 3.83 2.29
C -1.30 3.28 1.46
C -0.89 2.55 0.36
C -1.91 1.79 -0.47
C -2.27 0.34 0.03
O -1.32 -0.56 -0.52
C -2.20 0.34 1.56
C -3.29 0.77 2.31
C -3.18 0.90 3.69
C -1.98 0.61 4.33
C -0.89 0.19 3.58
C -1.00 0.05 2.20
C -3.63 -0.11 -0.50
C -4.13 0.37 -1.71
C -5.28 -0.17 -2.27
C -5.96 -1.20 -1.63
C -5.47 -1.68 -0.42
C -4.32 -1.14 0.13
N 0.40 2.44 0.03
C 4.87 1.25 0.62
C 5.37 0.02 0.18
C 6.70 -0.13 -0.17
C 7.57 0.95 -0.10
C 7.09 2.18 0.32
C 5.75 2.33 0.67
C 3.33 1.27 2.56
C 2.81 0.14 3.18
C 2.78 0.02 4.56
C 3.26 1.05 5.36
C 3.78 2.19 4.76
C 3.82 2.29 3.38
H 2.92 2.70 -0.58
H 3.38 3.51 0.91
H 1.76 4.00 2.66
H -0.64 4.39 3.17
H -2.36 3.40 1.68
H -1.61 1.74 -1.52
H -2.84 2.36 -0.43
H -4.23 1.01 1.83
H -4.04 1.23 4.26
H -1.90 0.72 5.40
H 0.06 -0.01 4.06
H -0.13 -0.23 1.63
H -3.62 1.16 -2.24
H -5.65 0.21 -3.21
H -6.85 -1.62 -2.07
H -5.99 -2.49 0.09
H -3.95 -1.53 1.07
H 4.67 -0.80 0.13
H 7.06 -1.10 -0.49
H 8.61 0.84 -0.38
H 7.75 3.03 0.37
H 5.41 3.30 1.00
H 2.44 -0.65 2.53
H 2.38 -0.88 5.02
H 3.23 0.97 6.44
H 4.17 3.00 5.37
H 4.25 3.18 2.93
C 2.47 -3.62 -3.70
C 1.34 -3.48 -2.69
C 1.80 -2.79 -1.41
C 0.76 -2.76 -0.27
Ge -1.18 -2.37 -0.38
C -2.26 -3.11 -1.83
C -2.90 -4.45 -1.47
C -1.88 -5.56 -1.22
C -2.54 -6.89 -0.88
H 2.13 -4.12 -4.61
H 3.29 -4.21 -3.29
H 2.87 -2.64 -3.98
H 0.95 -4.47 -2.44
H 0.52 -2.92 -3.13
H 2.22 -1.81 -1.66
H 2.67 -3.32 -1.01
H 1.14 -2.16 0.56
H 0.71 -3.78 0.13
H -1.77 -2.76 0.98
H -1.64 -3.21 -2.73
H -3.02 -2.36 -2.04
H -3.58 -4.76 -2.28
H -3.52 -4.33 -0.58
H -1.22 -5.26 -0.40
H -1.25 -5.67 -2.11
H -3.15 -6.81 0.02
H -1.79 -7.67 -0.71
H -3.18 -7.23 -1.70
```

These are the Mulliken partial charges, in e, on atoms 1 to 4:
1. K 1.084
2. O -0.563
3. C 1.644
4. C -1.294